w.
ORCA calculation (ωB97M-V with the def2-TZVPD basis set) on a cluster of 9 separate species, C36H99N9O9 in total.

```
! wB97M-V def2-TZVPD RIJCOSX def2/J DEFGRID3
* xyz 0 1
C 0.892 -3.376 0.602
C 2.383 -3.099 0.455
C 3.134 -4.301 -0.078
O 3.184 -5.291 0.925
C 3.668 -6.522 0.442
N 2.596 -1.937 -0.415
H 0.457 -3.646 -0.363
H 0.358 -2.476 0.928
H 0.703 -4.111 1.384
H 2.748 -2.904 1.476
H 4.153 -3.980 -0.347
H 2.654 -4.699 -0.982
H 4.638 -6.426 -0.063
H 2.978 -6.940 -0.302
H 3.768 -7.176 1.303
H 2.136 -1.133 0.014
H 3.598 -1.772 -0.432
C -1.354 3.758 -4.694
C -2.425 2.847 -4.118
C -3.318 3.563 -3.131
O -4.195 2.602 -2.588
C -5.201 3.059 -1.720
N -3.176 2.251 -5.234
H -0.868 3.261 -5.533
H -0.556 4.054 -4.012
H -1.838 4.678 -5.037
H -1.997 1.993 -3.584
H -3.889 4.403 -3.556
H -2.699 4.012 -2.335
H -5.749 2.146 -1.480
H -5.892 3.736 -2.235
H -4.840 3.525 -0.797
H -3.905 1.670 -4.834
H -3.654 2.967 -5.774
C -6.145 -0.736 0.963
C -6.533 -2.041 1.642
C -7.762 -2.631 0.961
O -8.315 -3.614 1.810
C -9.472 -4.207 1.235
N -5.406 -2.983 1.651
H -5.889 -0.925 -0.084
H -5.262 -0.282 1.410
H -6.971 -0.033 1.067
H -6.828 -1.804 2.667
H -7.503 -3.066 -0.018
H -8.502 -1.847 0.729
H -9.711 -5.071 1.850
H -9.344 -4.464 0.183
H -10.300 -3.492 1.327
H -5.238 -3.236 0.679
H -5.725 -3.840 2.095
C -5.353 -0.983 -4.214
C -4.330 -1.019 -3.083
C -4.351 -2.350 -2.346
O -5.567 -2.472 -1.644
C -5.648 -3.677 -0.913
N -2.973 -0.780 -3.589
H -5.271 -1.872 -4.841
H -5.259 -0.089 -4.833
H -6.360 -0.925 -3.794
H -4.641 -0.251 -2.356
H -3.492 -2.404 -1.666
H -4.243 -3.132 -3.113
H -5.870 -4.522 -1.580
H -6.472 -3.579 -0.210
H -4.695 -3.917 -0.431
H -3.007 0.031 -4.197
H -2.428 -0.495 -2.780
C 0.885 1.205 -1.815
C 0.238 1.067 -0.438
C -0.759 -0.074 -0.405
O -2.054 0.294 -0.875
C -2.673 1.304 -0.098
N 1.301 0.766 0.552
H 0.142 1.006 -2.595
H 1.691 0.480 -1.938
H 1.310 2.195 -1.995
H -0.263 2.008 -0.186
H -0.885 -0.502 0.596
H -0.432 -0.894 -1.048
H -2.249 2.293 -0.283
H -2.580 0.993 0.951
H -3.732 1.292 -0.334
H 0.841 0.576 1.446
H 1.738 1.676 0.734
C -2.514 0.074 3.490
C -1.975 -1.305 3.130
C -0.567 -1.512 3.658
O 0.310 -0.536 3.166
C 1.607 -0.672 3.717
N -2.877 -2.325 3.680
H -3.537 0.197 3.131
H -1.910 0.864 3.044
H -2.540 0.152 4.579
H -1.972 -1.409 2.034
H -0.232 -2.537 3.446
H -0.667 -1.467 4.757
H 2.195 0.217 3.492
H 2.108 -1.531 3.257
H 1.561 -0.787 4.804
H -3.711 -2.324 3.090
H -2.512 -3.267 3.594
C 4.869 1.829 0.186
C 5.470 1.944 1.589
C 6.932 1.555 1.594
O 7.391 1.532 2.933
C 8.761 1.224 3.017
N 5.230 3.295 2.145
H 5.575 2.222 -0.552
H 3.932 2.375 0.131
H 4.718 0.791 -0.117
H 4.937 1.216 2.210
H 7.522 2.291 1.024
H 7.072 0.584 1.107
H 9.053 0.329 2.455
H 8.966 0.989 4.063
H 9.385 2.065 2.699
H 5.873 3.920 1.661
H 5.592 3.247 3.096
C 8.046 1.053 -1.906
C 8.136 -0.451 -1.589
C 7.203 -1.273 -2.453
O 5.875 -0.848 -2.255
C 4.970 -1.659 -2.977
N 9.495 -0.979 -1.659
H 7.013 1.369 -2.007
H 8.674 1.294 -2.768
H 8.534 1.595 -1.089
H 7.818 -0.574 -0.551
H 7.312 -2.330 -2.173
H 7.492 -1.211 -3.514
H 5.138 -1.569 -4.055
H 3.968 -1.313 -2.727
H 5.023 -2.717 -2.696
H 9.818 -1.040 -2.620
H 10.128 -0.332 -1.202
C 1.427 5.293 1.219
C 1.386 4.394 2.433
C -0.018 3.907 2.770
O -0.913 4.986 2.863
C -2.256 4.623 2.606
N 2.194 3.208 2.146
H 0.986 4.816 0.340
H 2.458 5.517 0.927
H 0.946 6.256 1.396
H 1.781 4.924 3.311
H 0.022 3.358 3.722
H -0.314 3.199 1.982
H -2.686 4.156 3.497
H -2.322 3.959 1.738
H -2.816 5.525 2.362
H 3.186 3.419 2.026
H 2.107 2.493 2.859
*
```

Values from the calculation:
* orbital gap: 0.34495 hartree
* HOMO energy: -8.72 eV
* structure (SMILES): COC[C@H](C)N.COC[C@H](C)N.COC[C@H](C)N.COC[C@H](C)N.COC[C@H](C)N.COC[C@H](C)N.COC[C@H](C)N.COC[C@H](C)N.COC[C@H](C)N
* LUMO energy: 0.670 eV

x.
ORCA calculation (ωB97M-V with the def2-TZVPD basis set) on a cluster of 9 separate species, C36H99N9O9 in total.

```
! wB97M-V def2-TZVPD RIJCOSX def2/J DEFGRID3
* xyz 0 1
C -20.914 -25.929 3.301
C -21.509 -26.003 1.918
C -21.428 -27.435 1.431
O -22.440 -27.658 0.558
C -22.459 -28.940 -0.053
N -22.927 -25.588 1.989
H -21.437 -26.316 4.176
H -20.788 -24.864 3.496
H -19.930 -26.384 3.409
H -20.938 -25.336 1.273
H -21.610 -28.018 2.334
H -20.439 -27.554 0.988
H -22.987 -28.913 -1.006
H -22.813 -29.775 0.552
H -21.461 -29.211 -0.397
H -23.301 -26.155 1.241
H -23.218 -25.969 2.878
C -17.724 -22.097 -3.022
C -16.698 -21.524 -2.033
C -15.232 -21.356 -2.422
O -14.665 -22.656 -2.968
C -13.329 -22.594 -3.525
N -17.198 -20.209 -1.619
H -17.285 -22.854 -3.672
H -17.870 -21.243 -3.683
H -18.697 -22.317 -2.585
H -16.720 -22.189 -1.170
H -14.691 -21.087 -1.515
H -15.176 -20.636 -3.239
H -12.695 -22.129 -2.770
H -13.328 -21.902 -4.367
H -12.856 -23.527 -3.830
H -16.809 -19.892 -0.743
H -18.194 -20.274 -1.468
C -14.387 -30.182 -1.974
C -15.147 -28.897 -1.685
C -14.812 -28.317 -0.236
O -15.235 -29.233 0.775
C -14.758 -28.944 2.065
N -14.750 -27.951 -2.715
H -13.309 -30.028 -2.013
H -14.724 -30.671 -2.888
H -14.451 -30.899 -1.155
H -16.223 -29.075 -1.700
H -15.410 -27.415 -0.100
H -13.760 -28.061 -0.111
H -15.109 -27.935 2.277
H -13.672 -28.972 1.972
H -15.200 -29.617 2.799
H -15.173 -27.035 -2.669
H -13.792 -27.677 -2.554
C -20.153 -27.764 -7.038
C -19.798 -27.958 -8.492
C -19.816 -26.620 -9.361
O -21.099 -25.896 -9.224
C -21.978 -26.365 -10.195
N -18.532 -28.614 -8.556
H -19.493 -27.024 -6.587
H -20.091 -28.742 -6.560
H -21.204 -27.543 -6.852
H -20.572 -28.615 -8.888
H -19.444 -26.752 -10.377
H -19.147 -25.939 -8.835
H -22.100 -27.448 -10.198
H -21.699 -26.131 -11.223
H -22.944 -25.965 -9.890
H -18.587 -29.415 -7.943
H -18.022 -28.050 -7.892
C -11.679 -34.441 7.690
C -11.488 -35.328 6.480
C -12.461 -34.922 5.287
O -13.744 -34.643 5.797
C -14.836 -34.694 4.908
N -10.103 -35.522 6.136
H -11.959 -33.419 7.434
H -10.858 -34.363 8.402
H -12.487 -34.899 8.260
H -11.955 -36.276 6.745
H -12.512 -35.825 4.678
H -11.994 -34.281 4.539
H -15.753 -34.260 5.307
H -15.094 -35.698 4.570
H -14.540 -34.085 4.054
H -10.022 -36.219 5.410
H -9.699 -35.861 6.998
C -11.570 -33.312 -8.170
C -10.124 -33.669 -8.471
C -9.919 -35.189 -8.003
O -10.066 -35.477 -6.629
C -8.884 -35.229 -5.904
N -9.993 -33.592 -9.942
H -11.740 -32.298 -8.532
H -11.766 -33.134 -7.113
H -12.324 -34.007 -8.540
H -9.525 -33.034 -7.820
H -8.936 -35.436 -8.403
H -10.688 -35.817 -8.455
H -8.643 -34.166 -5.907
H -8.083 -35.761 -6.417
H -8.857 -35.578 -4.871
H -10.188 -32.668 -10.301
H -10.845 -34.009 -10.291
C -10.689 -27.580 9.408
C -10.810 -27.215 7.929
C -11.666 -25.908 7.596
O -11.818 -25.731 6.213
C -12.500 -24.510 5.855
N -9.475 -27.163 7.413
H -10.166 -28.472 9.753
H -11.733 -27.647 9.713
H -10.298 -26.731 9.967
H -11.295 -28.021 7.377
H -11.117 -25.027 7.930
H -12.639 -25.938 8.086
H -12.705 -24.281 4.810
H -12.035 -23.691 6.404
H -13.482 -24.671 6.300
H -9.632 -26.596 6.593
H -8.964 -26.446 7.908
C -20.382 -35.746 -4.401
C -19.831 -34.395 -3.976
C -19.294 -34.488 -2.552
O -20.392 -34.751 -1.697
C -20.060 -34.890 -0.312
N -18.885 -34.017 -4.991
H -19.647 -36.551 -4.390
H -20.798 -35.642 -5.403
H -21.271 -35.991 -3.819
H -20.662 -33.692 -3.925
H -19.040 -33.536 -2.085
H -18.566 -35.289 -2.424
H -19.489 -35.807 -0.168
H -21.047 -35.094 0.105
H -19.632 -33.987 0.124
H -18.071 -34.610 -4.906
H -19.237 -34.039 -5.937
C -3.908 -31.542 1.904
C -4.987 -30.986 2.912
C -6.427 -31.409 2.519
O -6.781 -30.769 1.379
C -8.121 -31.011 1.078
N -4.683 -31.693 4.144
H -4.048 -31.189 0.882
H -3.817 -32.620 1.770
H -2.963 -31.127 2.254
H -4.957 -29.911 3.086
H -7.101 -31.234 3.357
H -6.341 -32.490 2.405
H -8.624 -31.953 1.293
H -8.164 -30.846 0.001
H -8.680 -30.250 1.623
H -4.876 -32.677 4.021
H -3.713 -31.796 4.403
*
```

Values from the calculation:
* orbital gap: 0.33671 hartree
* HOMO energy: -8.95 eV
* structure (SMILES): COC[C@H](C)N.COC[C@H](C)N.COC[C@H](C)N.COC[C@H](C)N.COC[C@H](C)N.COC[C@H](C)N.COC[C@H](C)N.COC[C@H](C)N.COC[C@H](C)N
* LUMO energy: 0.211 eV

The structure with the most favorable energy is w; the runner-up is 551.2 kJ/mol above it.